No. 1
The following is a quantum chemistry calculation of an isolated molecule of C4H6O2, from the OMol25 dataset.

Values from the calculation:
**E_HOMO**: -9.81 eV
**M**: 86.1 u
**ΔE to the lowest compared entry with this formula, charge and spin**: 41.8 kcal per mole
**SMILES string**: C=C[C@H](O)C=O

ORCA input file:
```
! RIJCOSX wB97M-V def2-TZVPD def2/J DEFGRID3
* xyz 0 1
C 1.384 0.370 0.911
C 0.063 0.292 1.043
C -0.846 -0.292 -0.024
O -0.618 -1.671 -0.254
C -0.687 0.449 -1.358
O 0.346 0.426 -1.984
H 2.009 0.751 1.715
H 1.888 0.063 -0.003
H -0.413 0.620 1.965
H -1.890 -0.224 0.296
H 0.302 -1.758 -0.540
H -1.576 0.974 -1.761
*
```


No. 2
The following is a quantum chemistry calculation of a cluster of 2 separate species, C4H6O2 in total, from the OMol25 dataset.

Values from the calculation:
**E_HOMO**: -8.99 eV
**M**: 86.1 u
**ΔE to the lowest compared entry with this formula, charge and spin**: 126.7 kcal per mole

ORCA input file:
```
! RIJCOSX wB97M-V def2-TZVPD def2/J DEFGRID3
* xyz 0 1
O 0.589 1.052 -2.083
C 1.262 -0.018 -1.735
C 0.577 -0.061 1.008
C -0.606 -0.110 1.876
O -1.060 -0.103 2.986
C -0.867 -0.211 0.429
H -0.334 0.898 -2.365
H 0.563 -0.894 -1.851
H 1.078 0.892 0.848
H 1.241 -0.923 0.960
H -1.157 -1.176 0.015
H -1.285 0.653 -0.087
*
```


No. 3
The following is a quantum chemistry calculation of a structure of composition C4H6O2, from the OMol25 dataset.

Values from the calculation:
**E_HOMO**: -8.27 eV
**M**: 86.1 u
**ΔE to the lowest compared entry with this formula, charge and spin**: 103.6 kcal per mole

ORCA input file:
```
! RIJCOSX wB97M-V def2-TZVPD def2/J DEFGRID3
* xyz 0 1
C -1.171 -0.001 -0.631
C 0.019 -0.319 1.230
O 0.952 -1.098 0.791
C 1.376 -0.097 -0.232
C 0.075 0.756 0.163
O -0.028 2.001 0.202
H -2.106 0.283 -0.144
H -1.114 0.507 -1.595
H -1.126 -1.085 -0.784
H -0.618 -0.650 2.053
H 1.479 -0.585 -1.202
H 2.302 0.367 0.108
*
```


No. 4
The following is a quantum chemistry calculation of an isolated molecule of C4H6O2 in a non-equilibrium geometry, from the OMol25 dataset.

Values from the calculation:
**E_HOMO**: -9.32 eV
**M**: 86.1 u
**ΔE to the lowest compared entry with this formula, charge and spin**: 32.8 kcal per mole
**SMILES string**: C/C=C/OC=O

ORCA input file:
```
! RIJCOSX wB97M-V def2-TZVPD def2/J DEFGRID3
* xyz 0 1
C -2.117 0.385 -0.040
C -0.834 -0.428 -0.099
C 0.364 0.104 0.213
O 1.399 -0.789 0.165
C 2.628 -0.296 -0.040
O 2.953 0.874 -0.099
H -2.206 1.108 -0.842
H -2.129 0.868 0.952
H -2.994 -0.286 -0.010
H -0.991 -1.542 -0.482
H 0.627 1.166 0.451
H 3.299 -1.165 -0.170
*
```